# C5H7IO

An isolated molecule of C5H7IO in a non-equilibrium geometry (ωB97M-V with the def2-TZVPD basis set, OMol25).

Summary:
- Largest force on an atom: 4.5 eV Å⁻¹
- Expectation value of S²: 2.008
- HOMO level (spin up / spin down): -5.66 / -9.42 eV
- Multiplicity: 3
- Net charge: 0
- Gap between HOMO and LUMO (spin up / spin down): 5.847 / 7.874 eV

XYZ file:
```
14
Properties=species:S:1:pos:R:3:nbo_charge:R:1
C -0.52054 1.12560 0.95469 -0.51
C 0.94602 0.03241 -0.76317 -0.05
C -0.14720 -1.76054 0.26522 -0.09
C -0.31591 0.88907 -0.49520 -0.39
C -1.31805 0.13651 0.15680 0.02
O 0.97781 -0.99263 0.27971 -0.50
I -3.50004 -0.19005 -0.00730 0.12
H 0.13949 1.06742 1.74422 0.24
H -1.04899 2.05570 1.23836 0.22
H 0.89594 -0.51099 -1.66098 0.18
H 1.81760 0.71851 -0.65116 0.20
H -0.15369 -2.43519 1.16784 0.18
H -0.42906 -2.10096 -0.69701 0.15
H -0.34421 1.75080 -1.10127 0.23
```